A single C3H5NO2 molecule, computed with wB97M-V/def2-TZVPD.

Cartesian coordinates (Å):
N: 1.9722 -0.5869 -0.9287
C: 0.8328 0.0037 -0.6236
O: 0.0346 -0.8842 0.0211
C: -0.7663 -0.0811 0.8825
C: -1.6110 0.8833 0.0697
O: -1.9710 1.9555 0.4855
H: 2.6931 0.0127 -1.2920
H: 2.1976 -1.5533 -0.7085
H: -0.1207 0.5046 1.5438
H: -1.3705 -0.7618 1.4855
H: -1.8909 0.5076 -0.9353

Kohn-Sham gap: 9.962 eV
molar mass: 87.08 g mol⁻¹
energy relative to the best compared isomer or geometry (same formula, charge and spin): 277.3 kJ/mol
HOMO: -9.0 eV